(1)
The following is a quantum chemistry calculation of a molecular structure, C39H35N4O11Pt, from the Open Molecules 2025 dataset.

Each line ends with the Mulliken charge.
Geometry (Å):
1 Pt 0.0315 0.1882 -0.2333  3.241
2 C 1.1846 3.2891 4.1617  -1.798
3 C 0.5357 1.9310 4.0597  1.063
4 C 0.4359 1.2004 5.3827  -1.552
5 O 1.3005 1.1102 3.1394  -0.253
6 C 0.5031 0.4935 2.2254  -1.535
7 C -0.9472 0.9357 2.6054  0.902
8 O -0.7164 2.0511 3.4368  -0.283
9 C -1.8048 1.3275 1.3712  2.408
10 O -1.7389 0.1598 0.5743  -0.921
11 C -3.2625 1.6131 1.6799  -0.684
12 C -4.2093 1.2790 0.7154  -0.284
13 C -5.5494 1.5560 0.9356  -0.925
14 C -5.9530 2.1709 2.1117  -0.616
15 C -5.0094 2.5093 3.0701  -0.994
16 C -3.6661 2.2344 2.8580  -0.446
17 C -1.1858 2.4805 0.5430  -0.783
18 C -0.7721 3.6918 1.0809  -0.733
19 C -0.0724 4.5950 0.2895  -0.902
20 C 0.2397 4.3235 -1.0415  -0.981
21 C -0.2142 3.1533 -1.6074  -0.465
22 C -0.9366 2.2318 -0.8318  -0.078
23 C 0.9944 -0.9798 2.0001  2.782
24 O 0.4590 -1.4292 0.7453  -1.141
25 C 2.5214 -1.1216 1.8676  0.272
26 C 3.4710 -0.1052 1.8891  -0.007
27 C 4.8249 -0.3991 1.7441  -1.281
28 C 5.2476 -1.7046 1.5581  -0.419
29 C 4.3031 -2.7211 1.4968  -0.806
30 C 2.9591 -2.4292 1.6536  -0.851
31 C 0.4401 -1.8532 3.1136  -0.164
32 C 1.1563 -2.0405 4.2928  -0.095
33 C 0.6128 -2.7844 5.3283  -1.011
34 C -0.6464 -3.3533 5.1907  -0.620
35 C -1.3603 -3.1738 4.0147  -0.847
36 C -0.8222 -2.4241 2.9782  -0.628
37 H 2.1592 3.2037 4.6389  0.403
38 H 0.5600 3.9466 4.7646  0.394
39 H 1.3088 3.7188 3.1683  0.382
40 H 1.4301 1.0079 5.7839  0.396
41 H -0.0795 0.2487 5.2588  0.262
42 H -0.1181 1.8155 6.0905  0.438
43 H 0.7222 1.0804 1.1499  -0.065
44 H -1.4558 0.1233 3.1298  0.871
45 H -3.8973 0.7956 -0.2006  0.445
46 H -6.2803 1.2884 0.1841  0.461
47 H -6.9996 2.3856 2.2808  0.406
48 H -5.3173 2.9882 3.9900  0.469
49 H -2.9429 2.5034 3.6140  0.528
50 H -0.9842 3.9297 2.1100  0.823
51 H 0.2460 5.5335 0.7263  0.462
52 H 0.7937 5.0432 -1.6277  0.465
53 H -0.0540 2.9467 -2.6575  0.544
54 H -1.5741 1.5077 -1.3519  0.780
55 H 3.1879 0.9248 2.0316  0.576
56 H 5.5500 0.4039 1.7969  0.436
57 H 6.3019 -1.9310 1.4696  0.460
58 H 4.6150 -3.7463 1.3467  0.468
59 H 2.2305 -3.2298 1.6210  0.449
60 H 2.1427 -1.6065 4.3990  0.576
61 H 1.1760 -2.9263 6.2412  0.461
62 H -1.0671 -3.9400 5.9964  0.437
63 H -2.3394 -3.6197 3.9009  0.464
64 H -1.3775 -2.2793 2.0610  0.398
65 N 2.1033 -1.5481 -2.3868  -0.204
66 C 2.6498 -0.6325 -1.5825  0.564
67 N 3.9749 -0.6061 -1.4259  -0.296
68 O 1.9660 0.2504 -0.9793  -1.007
69 H 2.6392 -2.3298 -2.7232  0.204
70 H 1.0956 -1.6046 -2.4014  0.138
71 H 4.5818 -1.2517 -1.8975  0.203
72 H 4.3514 -0.0202 -0.6984  0.224
73 O -2.6154 -0.0075 -2.1291  -0.636
74 C -1.8204 -0.9025 -2.2500  0.255
75 O -0.5952 -0.9407 -1.7251  -0.138
76 C -2.0952 -2.1390 -3.0558  0.568
77 C -3.2371 -2.1632 -3.8477  -0.608
78 C -3.4883 -3.2863 -4.6096  -0.353
79 C -2.6529 -4.3879 -4.6219  -0.550
80 C -1.5287 -4.3215 -3.8245  -0.269
81 C -1.2352 -3.2280 -3.0346  -0.438
82 N -0.5829 -5.4555 -3.8215  1.020
83 O 0.5094 -5.2558 -3.3243  -0.603
84 O -0.9734 -6.5079 -4.2666  -0.577
85 N -4.7019 -3.3132 -5.4582  1.062
86 O -5.4413 -2.3566 -5.3896  -0.602
87 O -4.8839 -4.3072 -6.1242  -0.607
88 H -3.9145 -1.3218 -3.8688  0.731
89 H -2.8714 -5.2545 -5.2281  0.625
90 H -0.3602 -3.2502 -2.4034  0.545

Calculated values
HOMO-LUMO gap = 6.5531 eV
Lowest unoccupied orbital energy = -4.89 eV
Energy = -2672.7108 Ha
Net charge = +1
Multiplicity = 1

(2)
The following is a quantum chemistry calculation of a molecular structure, C4H9BiO3 in a non-equilibrium geometry, from the Open Molecules 2025 dataset.

Each line ends with the Löwdin spin population.
Geometry (Å):
1 H -0.6252 -0.8226 1.8807  0.002
2 C -1.5951 0.8319 -0.9817  0.020
3 O -0.2215 0.4354 -0.9662  0.055
4 C 0.7045 1.4446 -0.9386  0.007
5 C 1.7683 1.3972 -0.1267  0.021
6 H -2.1803 -0.0915 -0.9207  0.013
7 H -1.8190 1.4499 -0.1030  0.001
8 H -1.8124 1.3935 -1.9000  0.001
9 H 0.3377 2.3849 -1.3599  0.000
10 H 1.4814 -1.0031 1.3970  0.007
11 H 2.3182 0.4635 -0.0009  0.014
12 H 2.3223 2.3161 0.0597  0.001
13 O 0.9996 -1.7785 0.9933  0.112
14 C -0.3945 -1.8588 1.4356  0.022
15 O -1.1004 -2.2153 0.3525  0.077
16 Bi 0.2388 -1.7299 -1.0627  0.647
17 H -0.4224 -2.6172 2.2415  0.002

Calculated values
HOMO-LUMO gap (alpha / beta) = 6.6948 / 9.6981 eV
Lowest unoccupied orbital energy (alpha / beta) = -4.23 / -4.47 eV
Energy = -597.7461 Ha
Net charge = +1
Multiplicity = 2

(3)
The following is a quantum chemistry calculation of 8 unconnected molecules or ions with the total composition C19H28N8O3 in a non-equilibrium geometry, from the Open Molecules 2025 dataset.

Each line ends with the Mulliken charge.
Geometry (Å):
1 O 8.6185 2.5812 -4.9677  -0.526
2 C 7.2211 2.5240 -4.8509  0.374
3 C 6.5371 1.4821 -4.1267  -0.347
4 C 5.1645 1.4965 -4.0114  -0.632
5 C 4.4733 2.5573 -4.6390  0.699
6 O 3.0799 2.5153 -4.5035  -0.572
7 C 5.0954 3.5961 -5.3062  -0.800
8 C 6.4793 3.5929 -5.3416  -0.169
9 H 8.8749 3.2401 -5.6171  0.292
10 H 7.0973 0.7316 -3.5888  0.380
11 H 4.6754 0.6898 -3.4857  0.343
12 H 2.7621 2.2744 -3.6302  0.313
13 H 4.4413 4.3446 -5.7285  0.386
14 H 6.9792 4.4206 -5.8227  0.259
15 N -2.0780 0.7728 2.0910  -0.386
16 C -1.1895 0.1669 1.3242  0.631
17 N -1.1294 -1.0917 1.5712  -0.393
18 O -0.5803 0.8082 0.4304  -0.686
19 H -2.5358 0.1453 2.7366  0.162
20 H -2.0664 1.7778 2.1903  0.231
21 H -1.4426 -1.6079 2.3809  0.209
22 H -0.5947 -1.5309 0.8354  0.231
23 C 3.8829 4.8164 2.2784  -0.653
24 C 3.9957 6.0993 2.9637  0.276
25 N 3.9877 7.1128 3.5338  -0.366
26 H 3.5897 5.1075 1.2698  0.229
27 H 3.1797 4.1442 2.7701  0.263
28 H 4.8748 4.3643 2.2796  0.251
29 C -1.3431 9.2877 0.8085  -0.658
30 C -1.5043 8.1836 1.7991  0.241
31 N -1.5786 7.3515 2.5804  -0.343
32 H -0.6070 9.0884 0.0297  0.278
33 H -1.2125 10.1245 1.4946  0.233
34 H -2.2729 9.3222 0.2408  0.248
35 C -4.9860 -3.5636 -2.1308  -0.658
36 C -6.3971 -3.2693 -2.3865  0.283
37 N -7.5199 -3.0082 -2.6183  -0.379
38 H -4.8825 -3.6813 -1.0521  0.247
39 H -4.5379 -2.7274 -2.6675  0.242
40 H -4.6826 -4.5249 -2.5456  0.264
41 C -0.8057 -9.8831 5.0044  -0.764
42 C -1.1377 -8.5555 4.5350  0.351
43 N -1.4959 -7.4515 4.3444  -0.371
44 H 0.1627 -10.2465 4.6604  0.273
45 H -1.6412 -10.5526 4.8000  0.245
46 H -0.5161 -9.8766 6.0552  0.266
47 C -10.1592 -0.4280 2.9604  -0.674
48 C -9.0301 -0.5195 3.8608  0.308
49 N -8.0803 -0.6523 4.5969  -0.393
50 H -11.0205 -0.0172 3.4873  0.255
51 H -10.4339 -1.4130 2.5828  0.261
52 H -9.8342 0.2779 2.1961  0.244
53 C 2.2637 -6.9607 -0.5700  -0.717
54 C 1.6650 -6.2754 -1.7713  0.206
55 N 1.3143 -5.7467 -2.6700  -0.277
56 H 2.3651 -6.2581 0.2572  0.266
57 H 3.1016 -7.6369 -0.7396  0.273
58 H 1.4138 -7.5189 -0.1776  0.249

Calculated values
HOMO-LUMO gap = 8.3484 eV
SMILES = Oc1ccc(O)cc1.NC(N)=O.CC#N.CC#N.CC#N.CC#N.CC#N.CC#N
Lowest unoccupied orbital energy = 0.21 eV
Energy = -1404.4314 Ha
Net charge = 0
Multiplicity = 1

Question: Among the records above, which one has the lowest energy?
Answer: C39H35N4O11Pt

Question: multiplicity of number 3 (C19H28N8O3)?
Answer: 1